# 1
A molecular structure, C28H34N5OPtS3Si. Source: the OMol25 dataset; level of theory: the ωB97M-V functional and the def2-TZVPD basis.

The charge is +1. For the LUMO energy, the calculation gives -3.923 eV. As for the frontier orbital gap: 7.116 eV. For the energy relative to the best compared isomer or geometry (same formula, charge and spin), the calculation gives 14.1 kJ/mol. Its energy is -3039.6393 Eh.

Cartesian coordinates (Å):
Pt  1.0871  0.1171  -0.2606
S  1.6433  -3.5948  2.4762
S  2.2420  -1.7062  0.3469
S  2.6672  0.5454  -1.9027
Si  -0.4739  -1.5878  -1.2609
O  -0.4688  1.2199  -1.8481
N  2.6535  0.7509  -4.5291
N  0.1342  -0.1753  1.5007
N  0.2615  -1.3648  2.1847
N  0.8903  1.8206  -3.6117
N  0.4630  2.2561  0.4579
C  -0.1237  1.9940  -2.7672
C  -0.0602  4.5692  0.3273
C  -2.8878  4.5293  -2.4091
C  -0.9628  3.2086  -3.0039
C  0.6334  3.4438  -0.1006
C  0.4419  -4.2745  -1.0694
C  -2.5144  5.4903  -3.3403
C  -0.4225  -3.3081  -0.5435
C  -0.4081  2.1264  1.4752
C  0.0072  -1.6453  -3.0485
C  -2.1125  3.3943  -2.2393
C  -1.3695  5.3103  -4.1050
C  -1.1469  3.1940  1.9529
C  -0.5292  -5.9672  0.3296
C  -0.4567  0.7976  2.0870
C  -2.1438  -0.8774  -0.8483
C  1.2267  -2.0984  1.7264
C  -0.9680  4.4386  1.3610
C  3.8375  -1.4434  -4.6362
C  -0.5983  4.1701  -3.9427
C  -1.3939  -5.0253  0.8658
C  2.1412  1.1621  -5.8465
C  0.4939  -3.6240  3.8607
C  0.9872  0.3056  -6.3445
C  1.9432  1.0525  -3.4393
C  0.3914  -5.5902  -0.6401
C  -1.3387  -3.7076  0.4321
C  3.9532  0.0661  -4.5030
H  -0.1497  -0.6797  -3.5256
H  4.5329  0.4771  -5.3287
H  1.0661  -6.3231  -1.0624
H  4.8322  -1.8880  -4.6704
H  0.2915  4.0155  -4.5370
H  1.0507  -1.9343  -3.1751
H  -0.5740  -6.9958  0.6630
H  -2.2799  -0.7327  0.2246
H  1.3490  3.4927  -0.9131
H  2.9805  1.1032  -6.5372
H  1.1682  -3.9974  -1.8251
H  -1.8419  3.0537  2.7696
H  -0.6156  -2.3950  -3.5445
H  -0.5299  -3.6179  3.4963
H  4.4805  0.3286  -3.5900
H  -1.5301  5.2937  1.7107
H  -2.0265  -2.9876  0.8595
H  1.8307  2.2041  -5.7766
H  1.2642  -0.7478  -6.3894
H  3.3095  -1.8627  -3.7799
H  -0.9006  0.6344  3.0631
H  -3.7859  4.6652  -1.8206
H  -3.1201  6.3770  -3.4751
H  -2.1187  -5.3184  1.6149
H  0.6974  -4.5541  4.3877
H  -2.3864  2.6398  -1.5133
H  3.3099  -1.7238  -5.5479
H  0.6679  -2.7779  4.5195
H  -2.3254  0.0643  -1.3561
H  0.1179  0.4132  -5.6980
H  0.1144  5.5215  -0.1528
H  -1.0817  6.0570  -4.8331
H  -2.8829  -1.6162  -1.1726
H  0.7032  0.6246  -7.3476

Mulliken population analysis, charges in e, atoms 1 to 6: number 1, Pt, carries 2.583; number 2, S, carries 0.081; number 3, S, carries -0.503; number 4, S, carries -0.537; number 5, Si, carries 0.711; number 6, O, carries -1.085

---

# 2
A molecular structure, C28H35AsBrGePdSi2. Source: the OMol25 dataset; level of theory: the ωB97M-V functional and the def2-TZVPD basis.

The charge is +3. For the LUMO energy, the calculation gives -10.690 eV. As for the frontier orbital gap: 5.696 eV. For the energy relative to the best compared isomer or geometry (same formula, charge and spin), the calculation gives 174.5 kJ/mol. Its energy is -8680.5478 Eh.

Cartesian coordinates (Å):
Pd  0.6279  -0.9084  -0.0631
Br  2.9738  -1.7165  -0.3989
As  -1.5618  -0.3616  -0.4606
Ge  0.6669  1.6614  0.0927
Si  -0.9780  -2.5641  -1.7939
Si  -3.7044  -0.3771  0.8729
C  -4.9251  -0.1504  -0.5026
C  0.2116  -0.0606  2.7613
C  -2.9100  3.0711  -1.6956
C  -3.0351  2.3029  -2.8776
C  2.7405  1.5708  -1.9638
C  -1.9082  2.8118  -0.7946
C  1.1386  -0.4277  1.8135
C  0.5739  0.0997  4.1103
C  1.8764  -0.0649  4.4873
C  3.9280  1.9993  -2.5282
C  2.4934  -0.6796  2.1936
C  4.3413  3.4075  -0.6101
C  4.7258  2.9168  -1.8495
C  2.3486  2.0662  -0.7206
C  5.1636  -1.0431  3.0591
C  -3.3821  -2.1017  1.4963
C  -0.5449  -3.8190  -0.4967
C  -0.9448  1.8061  -1.0634
C  -1.0839  1.0463  -2.2608
C  4.2105  -0.6280  3.9454
C  4.8042  -1.3403  1.7313
C  -3.5731  0.9785  2.1286
C  3.1503  2.9821  -0.0370
C  -2.1466  1.2950  -3.1537
C  3.5081  -1.1589  1.3539
C  0.3197  -2.1339  -3.0584
C  -2.6539  -2.7956  -2.5508
C  2.8646  -0.4472  3.5482
H  5.6529  3.2512  -2.2956
H  2.1233  0.8575  -2.5013
H  -4.0900  -2.3112  2.3060
H  0.4161  -3.7050  0.0045
H  1.1870  -1.5479  -2.7460
H  -2.6042  -3.6605  -3.2217
H  4.9638  4.1227  -0.0902
H  -2.9051  0.7229  2.9498
H  2.1742  0.0896  5.5166
H  -0.1791  0.3860  4.8316
H  -2.2126  0.7254  -4.0714
H  -5.9315  -0.1583  -0.0700
H  2.8586  3.3732  0.9312
H  -4.8030  0.8089  -1.0015
H  5.5412  -1.7237  1.0382
H  -3.8285  2.5348  -3.5767
H  -0.5222  -4.7738  -1.0381
H  -3.4212  -3.0158  -1.8087
H  0.7016  -3.0870  -3.4411
H  -2.9650  -1.9393  -3.1503
H  -0.8052  0.1654  2.4757
H  -3.6048  3.8821  -1.5174
H  4.4712  -0.4378  4.9786
H  -4.8788  -0.9595  -1.2317
H  -2.3863  -2.1998  1.9367
H  -1.3279  -3.9041  0.2581
H  4.2349  1.6283  -3.4967
H  -3.5377  -2.8653  0.7347
H  -0.1484  -1.6134  -3.8970
H  -1.8076  3.4174  0.0984
H  -3.2775  1.9334  1.6913
H  0.2533  2.4188  1.3425
H  -0.2783  0.3960  -2.5837
H  6.1899  -1.1773  3.3706
H  -4.5687  1.1292  2.5599

Mulliken population analysis, charges in e, atoms 1 to 6: number 1, Pd, carries -0.631; number 2, Br, carries -0.075; number 3, As, carries 0.437; number 4, Ge, carries 0.931; number 5, Si, carries 0.068; number 6, Si, carries 0.172